1.
# C76H195N11O32

A 16-piece molecular cluster, C76H195N11O32 overall in a non-equilibrium geometry (wB97M-V/def2-TZVPD, the Open Molecules 2025 dataset).

```
314
Properties=species:S:1:pos:R:3:forces:R:3
C -1.357 -6.308 -0.540 -1.39 -1.26 -1.33
O -0.438 -5.692 -1.417 0.16 -1.68 -0.62
C 0.021 -6.710 -2.378 0.49 0.80 0.77
C 1.204 -6.093 -3.058 1.08 -0.87 -0.82
N 0.882 -4.985 -3.898 -1.21 0.82 -0.74
C 1.868 -3.951 -4.056 2.78 -0.62 -0.48
C 3.057 -4.419 -4.984 -1.29 0.21 -1.22
O 3.748 -3.234 -5.453 -0.17 -1.67 0.76
C 5.041 -3.601 -5.921 -1.27 1.09 0.88
H -1.664 -5.617 0.247 0.10 -0.09 -0.17
H -0.992 -7.278 -0.132 0.16 0.79 0.11
H -2.250 -6.658 -1.168 0.63 0.67 0.99
H -0.734 -7.021 -3.112 -0.31 0.22 0.38
H 0.401 -7.604 -1.830 -0.49 0.44 -0.16
H 1.719 -6.905 -3.684 -0.37 0.90 1.01
H 1.840 -5.753 -2.242 0.67 -0.21 0.17
H -0.002 -4.537 -3.648 0.30 -0.24 0.12
H 2.404 -3.678 -3.123 -0.54 -0.07 -0.01
H 1.558 -3.017 -4.535 -0.74 -0.39 0.32
H 2.653 -4.927 -5.925 0.27 0.33 1.21
H 3.723 -5.147 -4.485 -0.05 0.53 -0.02
H 5.358 -2.687 -6.347 1.23 0.80 -0.29
H 5.030 -4.333 -6.669 -0.42 -1.27 -1.42
H 5.630 -4.008 -5.124 0.68 0.18 0.67
C -2.205 2.262 -1.780 0.25 0.01 -0.18
O -0.973 1.573 -1.425 -1.90 1.05 -1.27
C -1.189 0.957 -0.173 0.36 -0.79 -0.84
C -0.114 -0.064 -0.030 -0.62 0.13 0.70
N -0.268 -1.106 -1.025 -0.27 -0.30 0.49
C 0.859 -2.018 -1.011 0.26 0.39 -1.39
C 0.825 -3.095 0.001 -1.73 -0.82 1.07
O 0.881 -2.691 1.365 1.16 0.75 -0.55
C 2.188 -2.123 1.586 -1.33 -1.84 0.87
H -2.125 2.965 -2.586 0.94 0.27 -0.58
H -2.557 2.881 -0.968 -0.13 -0.07 0.60
H -2.992 1.599 -2.133 -0.01 -0.55 0.38
H -2.185 0.478 -0.132 0.27 0.21 -0.02
H -1.074 1.703 0.566 -0.22 0.87 1.20
H -0.235 -0.439 0.980 0.03 -0.66 0.15
H 0.860 0.429 0.003 0.33 0.08 -0.49
H -0.290 -0.714 -1.962 -0.17 0.29 0.24
H 1.742 -1.421 -0.991 1.19 0.40 0.18
H 0.867 -2.455 -2.002 0.04 -0.61 -0.10
H 1.592 -3.884 -0.148 -0.51 0.24 -0.35
H -0.221 -3.440 -0.040 0.48 -0.83 -0.41
H 2.161 -1.889 2.627 0.58 0.52 0.69
H 2.336 -1.285 0.964 0.43 1.12 -0.56
H 2.915 -2.914 1.376 0.30 0.22 0.06
C 5.192 2.982 -0.501 -2.09 -0.08 -0.05
O 5.420 1.904 -1.366 1.07 -0.59 0.69
C 4.588 1.846 -2.479 1.08 -0.90 -0.82
C 4.824 0.467 -3.155 -1.05 1.12 0.27
N 4.491 -0.488 -2.108 1.45 -0.24 0.80
C 4.600 -1.861 -2.569 -0.11 0.14 -1.04
C 4.527 -2.745 -1.365 1.09 -0.10 0.45
O 4.438 -4.129 -1.636 -0.29 -0.82 0.40
C 4.625 -4.913 -0.438 -1.38 -0.63 -0.95
H 4.503 2.717 0.342 -0.03 0.02 -0.69
H 4.741 3.839 -1.055 0.55 -0.28 0.53
H 6.091 3.190 -0.004 1.47 0.73 0.34
H 4.795 2.725 -3.059 0.06 0.36 -1.00
H 3.592 1.873 -2.175 -2.00 0.07 0.44
H 5.850 0.391 -3.507 0.37 -0.10 -0.10
H 4.148 0.303 -4.027 0.35 0.29 0.60
H 5.228 -0.356 -1.378 -0.95 0.05 -0.58
H 5.496 -2.031 -3.185 0.15 -0.14 0.20
H 3.768 -2.008 -3.246 -0.28 -0.36 -0.14
H 3.672 -2.320 -0.807 0.43 -0.64 0.42
H 5.512 -2.662 -0.851 -0.70 0.64 0.39
H 3.969 -4.558 0.343 -0.39 0.27 0.32
H 5.617 -4.881 -0.023 0.78 0.07 -0.22
H 4.301 -5.979 -0.622 0.57 1.18 -0.19
C -4.155 4.216 -4.519 1.16 -0.39 0.64
O -4.183 4.919 -3.285 -0.93 0.61 0.50
C -5.477 4.914 -2.620 -0.15 1.07 -0.04
C -6.549 5.593 -3.502 -0.24 1.01 0.58
N -6.439 7.089 -3.475 0.08 -2.17 0.54
C -7.128 7.927 -4.430 0.19 0.49 0.64
C -6.485 9.283 -4.121 -1.13 1.39 -0.08
O -5.102 9.220 -4.306 0.09 -0.77 0.26
C -4.398 10.341 -3.792 -1.18 -0.21 -2.08
H -3.065 4.170 -4.680 -0.40 -0.25 -0.52
H -4.630 4.708 -5.372 -0.06 0.12 0.23
H -4.541 3.186 -4.401 -0.01 0.36 -0.05
H -5.419 5.480 -1.630 0.37 -0.79 -1.25
H -5.729 3.868 -2.451 -0.26 -0.07 0.17
H -7.548 5.391 -3.084 0.28 -0.43 -0.25
H -6.458 5.138 -4.498 -0.35 0.29 -0.04
H -5.466 7.354 -3.392 -0.06 0.05 -0.35
H -8.259 7.900 -4.349 1.26 0.23 0.39
H -6.923 7.720 -5.466 0.27 -0.46 -0.78
H -6.680 9.552 -3.068 -0.17 -0.13 -0.18
H -6.841 10.121 -4.749 -0.41 -0.37 0.08
H -4.439 11.110 -4.595 0.22 0.05 0.82
H -3.439 9.926 -3.712 1.71 0.16 0.45
H -4.798 10.691 -2.857 -0.15 0.20 0.49
C -1.046 -8.400 5.735 0.18 -1.71 -0.85
O -1.579 -8.109 4.455 0.32 -0.73 -0.04
C -1.972 -6.776 4.296 -1.48 -0.03 -0.30
C -0.900 -5.718 4.428 0.84 -1.26 0.52
N 0.349 -5.976 3.697 -0.21 0.58 2.95
C 0.125 -5.965 2.336 1.79 0.14 -2.04
C 1.425 -6.327 1.585 0.60 0.00 0.32
O 1.881 -7.656 1.963 -1.79 0.90 0.60
C 2.971 -8.027 1.197 0.10 1.15 -0.49
H -1.613 -7.891 6.498 -0.01 0.33 0.52
H 0.009 -8.111 5.682 -0.02 -0.13 0.79
H -1.137 -9.535 5.923 0.22 1.77 -0.41
H -2.807 -6.621 4.997 0.25 0.57 0.25
H -2.472 -6.720 3.347 -0.03 -0.16 -0.69
H -0.632 -5.813 5.463 0.24 0.89 0.83
H -1.339 -4.748 4.170 0.24 -0.08 0.17
H 0.864 -6.777 4.065 -0.45 0.17 -0.41
H -0.189 -4.917 2.092 0.04 -0.94 -0.45
H -0.565 -6.734 2.056 -1.04 -0.26 -0.61
H 2.284 -5.622 1.853 -1.12 -0.50 -0.47
H 1.225 -6.351 0.502 0.21 0.36 0.14
H 3.417 -8.876 1.648 0.56 -0.78 0.46
H 3.647 -7.147 1.237 0.31 -0.72 -0.56
H 2.669 -8.301 0.170 0.25 0.34 0.07
C 7.810 5.149 5.506 0.72 -1.14 0.70
O 7.578 4.948 4.176 -0.08 0.80 -2.34
C 7.630 6.197 3.482 -1.25 -0.11 -1.61
C 6.884 6.013 2.123 0.20 -0.13 0.72
N 5.632 5.338 2.080 -0.27 -1.53 0.72
C 4.600 5.694 3.044 -0.47 1.45 -2.36
C 3.454 4.743 2.789 -0.97 0.66 0.81
O 3.769 3.425 3.222 -0.07 1.10 -1.14
C 2.662 2.614 2.939 -0.59 -1.02 2.95
H 8.616 5.855 5.589 0.47 0.44 0.76
H 8.102 4.176 5.931 -0.09 0.39 0.15
H 6.901 5.489 5.945 -0.63 0.53 0.97
H 8.664 6.469 3.161 -0.47 0.03 0.90
H 7.088 7.045 4.001 0.87 -0.96 0.09
H 7.534 5.511 1.434 0.44 -0.30 -0.43
H 6.623 6.952 1.709 0.53 1.59 -0.33
H 5.776 4.328 2.126 -0.05 0.30 0.16
H 4.236 6.753 2.800 0.28 -1.22 0.02
H 4.874 5.805 4.081 0.34 -0.70 0.67
H 3.062 4.682 1.748 0.73 0.46 0.34
H 2.614 5.152 3.389 0.00 -0.49 -0.08
H 2.412 2.316 1.927 0.72 0.06 -0.55
H 1.727 3.082 3.341 0.53 -0.23 -0.19
H 2.917 1.773 3.628 -0.85 -0.15 -1.04
C -2.994 -2.498 1.444 1.43 -1.09 -0.42
O -3.400 -3.120 2.661 0.86 0.49 -0.66
C -4.724 -3.571 2.590 0.00 -1.55 -0.49
C -5.051 -4.593 1.496 2.68 0.23 -0.44
N -4.513 -5.937 1.795 -0.66 0.52 -0.42
C -5.183 -7.005 1.024 -0.19 -0.35 1.79
C -4.527 -8.279 1.519 0.66 -1.04 -0.22
O -3.151 -8.172 1.141 -0.98 -0.15 0.20
C -2.436 -9.265 1.614 0.85 -0.75 0.12
H -3.784 -2.062 0.901 -1.37 0.61 -0.44
H -2.550 -3.214 0.714 -0.16 0.05 0.59
H -2.249 -1.711 1.556 0.15 -0.24 0.69
H -5.377 -2.727 2.479 -0.71 0.54 0.19
H -4.897 -4.180 3.459 -0.23 0.44 1.01
H -4.605 -4.243 0.561 -0.18 0.18 -0.36
H -6.089 -4.576 1.340 -1.54 -0.44 0.03
H -3.501 -5.968 1.606 -0.78 0.04 0.01
H -5.185 -6.873 -0.062 0.25 -0.15 -0.05
H -6.227 -7.098 1.371 0.16 0.46 -0.26
H -4.920 -9.260 1.130 -0.02 0.97 -0.13
H -4.570 -8.401 2.634 -0.17 0.55 -0.72
H -2.453 -9.396 2.698 -0.40 0.20 0.11
H -1.415 -9.037 1.386 0.81 -0.16 -0.22
H -2.696 -10.233 1.146 -0.19 0.39 -0.08
C 2.377 -2.390 9.209 -0.25 -0.60 -0.11
O 2.562 -1.965 7.850 1.04 -0.43 1.17
C 2.811 -3.090 7.023 -1.90 -0.03 -0.21
C 2.964 -2.576 5.615 0.89 1.11 0.41
N 1.815 -1.878 5.106 -0.19 -0.10 -0.36
C 0.781 -2.819 4.730 -0.77 0.96 -0.81
C -0.393 -2.016 4.082 -1.14 -2.84 0.75
O -1.192 -1.325 5.043 1.80 1.58 -1.19
C -2.011 -2.017 5.870 -2.27 -0.98 1.62
H 1.369 -2.876 9.341 0.74 0.49 -0.15
H 2.456 -1.506 9.841 -0.10 -0.09 -0.05
H 3.133 -3.152 9.550 -0.44 0.76 -0.49
H 1.879 -3.692 7.211 0.99 -0.36 -0.71
H 3.718 -3.653 7.190 0.33 -0.22 1.00
H 3.204 -3.371 4.915 0.08 -0.29 0.00
H 3.878 -1.909 5.669 -0.96 -0.42 -0.26
H 1.419 -1.228 5.763 0.26 0.33 0.44
H 0.439 -3.505 5.532 -0.05 0.41 -0.18
H 1.218 -3.454 3.969 -0.21 -0.31 -0.28
H -1.098 -2.765 3.605 0.88 0.85 -0.02
H -0.022 -1.303 3.369 0.07 0.29 -0.19
H -3.094 -1.969 5.537 1.03 -0.60 -0.15
H -2.068 -1.420 6.795 0.29 -0.56 0.14
H -1.717 -3.086 6.093 -0.22 1.12 -0.29
C -8.639 8.343 -0.197 1.52 -2.46 0.24
O -7.540 8.537 0.722 -1.07 -0.69 -0.27
C -6.309 8.659 0.040 -0.46 -0.72 -1.73
C -5.185 8.319 0.963 -0.50 -0.75 1.33
N -5.044 6.870 1.136 -1.96 -0.81 -0.22
C -4.097 6.329 2.085 -0.75 0.62 1.16
C -4.247 4.782 2.159 -2.34 1.07 -0.58
O -5.484 4.418 2.864 0.65 1.13 -1.74
C -5.313 4.352 4.219 1.78 -0.57 1.70
H -8.580 7.343 -0.787 0.27 1.55 0.91
H -8.629 9.143 -0.857 -0.10 1.48 -1.65
H -9.576 8.340 0.300 -0.62 0.04 0.95
H -6.199 9.680 -0.350 0.03 0.09 0.12
H -6.324 7.979 -0.875 0.21 0.61 0.99
H -5.429 8.815 1.920 0.27 0.06 -0.03
H -4.281 8.738 0.587 0.93 0.28 -0.32
H -5.968 6.492 1.445 0.78 0.53 -0.58
H -4.195 6.863 3.095 -0.07 -1.07 -0.70
H -3.136 6.641 1.767 1.30 -0.17 -0.38
H -3.415 4.329 2.626 1.02 -0.60 0.54
H -4.428 4.364 1.142 0.47 0.43 0.60
H -4.650 5.085 4.713 -0.42 0.70 -0.64
H -4.716 3.465 4.438 -0.34 -0.66 0.33
H -6.239 4.352 4.765 -0.55 -0.15 -0.07
C -3.967 -0.204 -4.869 -1.35 -0.17 -0.50
O -2.944 -0.595 -5.752 1.24 0.82 1.21
C -1.778 0.143 -5.262 -1.24 0.02 -2.04
C -0.564 -0.290 -6.006 0.13 -2.12 -0.40
N -0.526 -1.774 -6.084 -0.70 0.20 -0.32
C 0.605 -2.276 -6.831 1.73 0.95 -0.16
C 0.375 -3.749 -7.038 -1.23 0.53 -0.52
O -0.843 -3.739 -7.816 0.19 -1.89 -0.42
C -1.141 -5.097 -8.209 0.59 0.84 -0.53
H -4.273 0.863 -5.074 0.11 -0.98 0.38
H -3.677 -0.344 -3.824 0.17 0.34 -0.01
H -4.800 -0.911 -5.009 0.00 0.55 -0.16
H -1.736 0.052 -4.181 0.34 -0.13 0.16
H -1.947 1.175 -5.575 -0.06 0.43 0.60
H 0.275 0.021 -5.428 0.96 0.40 0.28
H -0.459 0.073 -7.035 -0.31 0.54 0.18
H -1.294 -2.100 -6.693 -0.11 0.55 0.86
H 1.537 -2.116 -6.264 -0.21 -0.01 -0.22
H 0.756 -1.694 -7.823 -0.34 -1.09 1.15
H 0.191 -4.313 -6.095 0.40 0.39 -0.50
H 1.148 -4.215 -7.642 0.36 -0.10 0.07
H -1.996 -5.080 -8.891 0.43 0.07 -0.15
H -1.441 -5.673 -7.363 -0.19 -0.49 0.93
H -0.224 -5.599 -8.634 -0.95 0.54 0.03
C 11.375 4.198 -1.480 -0.18 -0.63 -0.52
O 11.204 3.564 -0.216 0.33 -0.08 -0.90
C 9.883 3.062 -0.034 0.42 1.96 0.94
C 9.898 2.385 1.316 -1.53 -1.16 0.35
N 8.451 2.102 1.693 2.21 -0.04 -1.18
C 8.193 1.657 3.054 0.04 1.13 -0.40
C 6.813 1.082 3.009 0.12 0.84 1.76
O 6.858 -0.193 2.450 -0.78 -0.69 -0.22
C 5.524 -0.685 2.292 0.70 -0.94 -0.68
H 12.196 4.934 -1.449 -0.14 -0.61 0.18
H 10.463 4.763 -1.696 -0.01 0.03 -0.26
H 11.543 3.442 -2.325 -0.15 0.95 1.10
H 9.562 2.364 -0.763 -0.06 -0.79 -1.22
H 9.192 3.956 -0.109 0.32 -0.98 0.46
H 10.376 3.039 2.033 0.03 0.04 0.30
H 10.451 1.396 1.243 -0.22 1.19 0.17
H 8.238 1.350 1.041 -0.53 -0.07 0.29
H 8.296 2.571 3.663 -0.54 -0.40 0.08
H 8.836 0.921 3.510 0.76 -0.57 -0.21
H 6.213 1.753 2.423 -0.68 0.34 -0.40
H 6.415 1.090 4.046 -0.16 -0.37 -0.35
H 5.597 -1.743 1.935 0.02 0.78 0.33
H 4.994 -0.120 1.503 -0.02 0.01 0.50
H 5.008 -0.679 3.258 -0.20 0.15 -0.19
C 1.574 4.899 -2.263 -3.02 0.18 1.02
C 0.664 4.021 -3.106 1.62 -1.68 -0.13
O 1.193 2.604 -3.039 -1.59 1.55 0.48
O 1.632 4.369 -0.914 0.33 -0.50 -1.04
H 1.114 5.912 -2.245 0.32 -0.61 0.27
H 2.518 4.984 -2.673 2.18 -0.06 -0.81
H 0.710 4.262 -4.148 0.18 0.53 -0.66
H -0.371 4.083 -2.821 -0.27 -0.08 0.56
H 0.432 2.134 -2.643 0.58 -0.18 -0.03
H 1.623 3.395 -1.052 0.16 0.62 0.10
C -3.072 -3.506 -2.416 1.94 0.00 -1.01
C -2.483 -3.437 -3.821 -0.50 -0.79 0.71
O -1.120 -3.150 -3.588 -0.02 1.28 -1.81
O -2.886 -2.237 -1.845 -1.40 0.54 0.53
H -2.433 -4.262 -1.927 -0.60 0.13 0.23
H -4.105 -3.752 -2.437 -0.95 -0.26 0.27
H -2.952 -2.700 -4.480 0.01 0.12 0.24
H -2.612 -4.418 -4.289 0.09 -0.17 -0.19
H -0.891 -2.619 -4.416 0.50 -0.43 0.70
H -2.037 -2.101 -1.421 0.94 0.11 0.05
C -0.789 6.360 0.097 -0.79 -0.24 0.96
C -2.079 6.465 -0.707 1.51 -1.06 -1.28
O -1.665 6.127 -2.058 -1.77 0.28 -0.65
O -0.407 5.043 0.593 -2.12 2.03 0.21
H -0.999 6.990 0.944 0.28 0.14 0.91
H -0.028 6.890 -0.462 0.52 -0.32 -0.19
H -2.544 7.442 -0.655 0.28 0.56 -0.05
H -2.818 5.794 -0.327 -0.54 -0.84 0.14
H -2.460 6.119 -2.666 1.03 -0.21 1.07
H 0.309 4.731 0.064 1.12 -0.38 -0.93
C -5.552 0.623 -0.856 0.55 -0.90 -1.29
C -5.825 -0.906 -1.009 -0.36 1.28 2.89
O -5.385 -1.370 -2.200 2.14 -1.07 -1.96
O -6.010 1.213 -2.067 -0.22 1.40 0.34
H -4.415 0.778 -0.816 -1.38 -0.32 0.34
H -6.026 1.086 0.019 0.13 -0.20 -0.43
H -6.860 -1.220 -1.007 -0.74 0.75 0.28
H -5.444 -1.326 -0.056 0.49 -0.53 -0.66
H -4.389 -1.488 -2.234 -1.13 0.24 0.55
H -6.071 0.542 -2.746 0.18 -0.49 -0.09
C -3.956 0.594 2.602 -0.69 -0.82 0.74
C -3.997 0.523 4.149 1.37 2.04 -1.91
O -2.725 1.045 4.582 -0.56 -0.36 0.50
O -5.267 0.328 2.097 0.13 -0.51 -0.11
H -3.245 -0.112 2.173 0.13 0.01 0.21
H -3.650 1.573 2.286 -0.08 0.62 -0.07
H -4.121 -0.488 4.450 -0.49 -0.82 0.53
H -4.821 1.217 4.412 0.46 -0.65 0.46
H -2.146 0.296 4.815 -0.12 0.24 -0.21
H -5.395 -0.632 2.179 -0.10 0.48 -0.04
```
Forces are in eV/Å.

The LUMO energy is 0.553 eV. As for the energy relative to the best compared isomer or geometry (same formula, charge and spin): 74.5 kJ/mol.


2.
# C5H10O

One molecule with the formula C5H10O (wB97M-V/def2-TZVPD, the Open Molecules 2025 dataset).

```
16
Properties=species:S:1:pos:R:3:forces:R:3
C -1.072 1.628 0.894 -0.03 0.02 0.04
C -0.098 1.110 -0.160 0.02 0.03 -0.05
C 0.438 -0.269 0.226 -0.03 0.05 -0.01
C 1.189 -1.010 -0.886 0.16 0.18 0.01
O 0.522 -2.296 -0.970 -0.27 -0.04 -0.03
C -0.694 -1.288 0.334 0.15 0.08 0.18
H -0.584 1.719 1.872 -0.06 0.00 -0.13
H -1.910 0.927 0.997 0.11 0.12 0.01
H -1.480 2.607 0.625 0.05 -0.14 0.05
H 0.733 1.816 -0.296 -0.09 -0.10 0.01
H -0.616 1.023 -1.124 0.07 0.00 0.12
H 1.072 -0.175 1.122 -0.12 -0.03 -0.10
H 2.229 -1.228 -0.643 -0.11 0.04 0.01
H 1.161 -0.496 -1.854 -0.05 -0.06 0.14
H -0.528 -1.941 1.205 0.02 0.02 -0.09
H -0.361 -2.125 -1.344 0.18 -0.16 -0.15
```
Forces are in eV/Å.

The LUMO energy is 0.461 eV. As for the energy relative to the best compared isomer or geometry (same formula, charge and spin): 434.9 kJ/mol.


HOMO level per entry: -8.29; -8.44 eV